Entry 1:
DFT (wB97M-V/def2-TZVPD) results for 3 unconnected molecules or ions with the total composition C39H58BrIN5O8PS at a distorted geometry.

Element x y z (Å)
C 0.5919 2.6647 -4.3511
C 0.8255 1.1996 -4.9509
Br 2.7963 0.8764 -5.2426
C 0.1630 0.0032 -4.0568
C -0.8657 0.6885 -3.0135
C -2.3094 0.9540 -3.5746
C -2.7797 0.5896 -5.0602
C -3.7073 -0.7137 -5.1618
C -2.9538 -2.1031 -4.8947
I -3.8925 -3.6519 -6.1701
C -3.2900 1.6577 -2.5735
C -2.9090 2.0512 -1.1268
O -3.8931 2.6897 -0.2934
N -4.9817 1.8080 -0.2143
O -4.5698 0.8226 0.3270
C -1.4890 1.7741 -0.5861
C -0.4726 1.0686 -1.5543
C 0.9660 0.7691 -0.9619
O 1.9845 0.5800 -1.6760
C 1.1258 0.6757 0.6424
C 2.3780 -0.2267 1.1313
C 1.9306 -1.7666 0.8261
S 2.2195 -2.9218 2.2436
C 0.8986 -2.7587 3.5103
N 1.2459 -3.1673 4.8280
N 0.1512 -3.0287 5.6507
C -0.8557 -2.5088 4.7921
O -0.4466 -2.3161 3.4304
C 0.2245 1.3416 1.5096
P 0.4708 1.2573 3.3927
C 2.1433 2.1665 3.6653
O -0.6743 2.2373 4.2074
C -0.9921 2.1584 0.8982
O -1.6258 3.0659 1.4849
H 1.2632 3.4106 -4.9257
H 0.9181 2.7700 -3.2476
H -0.4844 3.0544 -4.4733
H 0.3661 1.1858 -6.0090
H -0.3953 -0.6575 -4.8061
H 0.9418 -0.6516 -3.5467
H -3.4344 1.4793 -5.4067
H -1.8692 0.5912 -5.7461
H -4.1646 -0.7243 -6.2060
H -4.5601 -0.6093 -4.4109
H -3.0594 -2.4507 -3.8141
H -1.8519 -2.1183 -5.1794
H -4.3407 1.8698 -2.9737
H 3.2581 0.1012 0.4646
H 2.6193 -0.0927 2.2353
H 0.8713 -1.7961 0.3984
H 2.6270 -2.1177 -0.0250
H -1.8704 -2.3295 5.2678
H 2.8463 1.5718 4.3455
H 2.0041 3.2540 3.9832
H 2.6693 2.1996 2.6345
H -0.4529 3.1903 4.1105
C -7.0250 -5.0672 -3.0484
C -5.7187 -5.3291 -2.2427
C -5.9536 -6.3665 -1.1150
C -6.6096 -5.8150 0.1430
C -5.8814 -4.5658 0.6230
C -5.7858 -3.4913 -0.4782
N -5.1877 -4.0223 -1.7455
O -3.8515 -4.1686 -1.5371
C -7.2041 -2.9229 -0.7294
C -5.0007 -2.2744 0.0725
C -4.7872 -6.0252 -3.2742
H -7.4055 -4.0515 -2.9467
H -6.8647 -5.1784 -4.1250
H -7.8262 -5.7536 -2.7634
H -4.9901 -6.8000 -0.8166
H -6.5505 -7.2025 -1.4913
H -7.6684 -5.6073 -0.0392
H -6.5812 -6.5744 0.9310
H -6.3968 -4.1629 1.5016
H -4.8779 -4.8469 0.9650
H -7.1952 -2.1818 -1.5346
H -7.5846 -2.4223 0.1665
H -7.9439 -3.6858 -0.9740
H -4.0022 -2.5419 0.4280
H -5.5217 -1.8285 0.9247
H -4.8968 -1.4968 -0.6905
H -4.5125 -5.3403 -4.0831
H -5.2896 -6.8871 -3.7251
H -3.8660 -6.4057 -2.8234
C 7.2915 4.8462 4.8858
C 7.1317 3.4866 4.1439
C 8.4415 3.0866 3.4176
C 8.6769 3.7784 2.0827
C 7.4441 3.6640 1.1958
C 6.1776 4.2008 1.8913
N 5.9494 3.5701 3.2319
O 5.5007 2.3053 3.0167
C 6.3045 5.7391 2.0161
C 4.9657 4.0131 0.9443
C 6.9549 2.4594 5.2983
H 6.6627 5.6400 4.4845
H 6.9828 4.7738 5.9328
H 8.3251 5.2005 4.8725
H 8.4331 2.0054 3.2271
H 9.3023 3.2659 4.0686
H 8.9524 4.8257 2.2398
H 9.5294 3.3136 1.5773
H 7.6210 4.2059 0.2604
H 7.3039 2.6135 0.9134
H 5.4441 6.1645 2.5417
H 6.3422 6.2057 1.0268
H 7.2122 6.0628 2.5263
H 4.8208 2.9717 0.6450
H 5.1021 4.5828 0.0204
H 4.0426 4.3675 1.4139
H 6.0147 2.6232 5.8368
H 7.7710 2.5539 6.0214
H 6.9693 1.4235 4.9480

## Properties
HOMO ... -8.586 eV
Energy ... -6007.2244 hartree
Spin multiplicity ... 3
<S²> ... 2.01

=====

Entry 2:
DFT (wB97M-V/def2-TZVPD) results for a molecular structure, C39H59ClMnN2O3Sb.

Element x y z (Å)
Mn 0.4581 -0.5212 0.2966
C 3.6799 -6.5084 1.2123
C 4.0561 -5.6758 -0.0236
C 3.6936 -6.4506 -1.2984
C 5.5612 -5.4146 -0.0129
C 3.2573 -4.3832 0.0250
C 3.8442 -3.1309 0.1876
C 3.0513 -2.0034 0.2392
N 1.7194 -2.0480 0.1434
C 1.1258 -3.2547 -0.0063
C 1.8626 -4.4162 -0.0703
C -0.3574 -3.2046 -0.0958
C -1.1674 -4.3181 -0.0737
C -2.5591 -4.1862 -0.1403
C -3.0622 -2.8921 -0.2281
C -2.1978 -1.8153 -0.2330
N -0.8725 -1.9586 -0.1743
C -3.4443 -5.4224 -0.1292
C -3.1614 -6.2171 -1.4138
C -4.9275 -5.0587 -0.0813
C -3.1033 -6.2816 1.0960
H 4.2508 -7.4363 1.2102
H 2.6213 -6.7707 1.2185
H 3.9061 -5.9738 2.1356
H 4.2624 -7.3793 -1.3269
H 3.9384 -5.8793 -2.1948
H 2.6375 -6.7162 -1.3381
H 6.0877 -6.3627 -0.1104
H 5.8902 -4.9558 0.9202
H 5.8724 -4.7820 -0.8454
H 4.9137 -3.0192 0.2720
H 3.4907 -1.0205 0.3649
H 1.3570 -5.3610 -0.1975
H -0.7253 -5.2992 0.0077
H -4.1238 -2.7045 -0.2731
H -2.5674 -0.7990 -0.2729
H -3.3736 -5.6230 -2.3035
H -3.7965 -7.1020 -1.4388
H -2.1240 -6.5506 -1.4633
H -5.2451 -4.5132 -0.9708
H -5.1743 -4.4661 0.8011
H -5.5173 -5.9731 -0.0371
H -2.0725 -6.6350 1.0828
H -3.7459 -7.1612 1.1071
H -3.2668 -5.7338 2.0249
C -4.1935 2.2431 4.5807
C -4.5137 1.8362 3.1699
C -5.7590 1.2949 2.8576
C -6.0720 0.9284 1.5603
Cl -7.6291 0.2573 1.2134
C -5.1621 1.1034 0.5286
C -3.9166 1.6297 0.8263
C -3.5991 1.9784 2.1305
O -2.3385 2.5310 2.3828
C -1.4335 1.6386 2.9848
C -0.7207 0.7485 1.9957
O 0.0577 -0.1465 2.3851
O -0.8504 0.9479 0.7299
H -5.0553 2.7217 5.0418
H -3.3586 2.9393 4.6166
H -3.9426 1.3749 5.1933
H -6.4988 1.1697 3.6370
H -5.4350 0.8429 -0.4844
H -3.1750 1.7814 0.0550
H -1.9010 1.0018 3.7413
H -0.6619 2.2279 3.4904
C -0.1120 6.6464 -0.4294
C -0.5313 5.5895 0.5786
C -1.9865 5.7659 1.0016
C 0.3626 5.5778 1.8120
Sb -0.3987 3.5550 -0.2821
C -1.3137 3.3274 -2.2523
C -2.6879 3.9933 -2.2052
C -1.4750 1.8406 -2.5769
C -0.4276 4.0156 -3.2908
C 1.6890 2.8964 -0.3975
C 1.9032 1.7295 -1.3575
C 2.1526 2.4880 1.0024
C 2.5392 4.0745 -0.8890
H -0.1855 7.6204 0.0662
H -0.7762 6.6834 -1.2920
H 0.9160 6.5367 -0.7717
H -2.0626 6.6986 1.5682
H -2.3318 4.9586 1.6500
H -2.6603 5.8545 0.1523
H 0.2513 6.5398 2.3204
H 1.4201 5.4633 1.5752
H 0.0666 4.8033 2.5230
H -3.3742 3.4819 -1.5294
H -3.1211 3.9574 -3.2080
H -2.6409 5.0415 -1.9156
H -1.8376 1.2577 -1.7268
H -0.5544 1.3922 -2.9477
H -2.2204 1.7435 -3.3707
H -0.3689 5.0932 -3.1434
H -0.8663 3.8495 -4.2795
H 0.5853 3.6120 -3.3190
H 1.3088 0.8147 -1.1351
H 2.9536 1.4272 -1.3124
H 1.6801 1.9769 -2.3939
H 1.7150 1.5419 1.3434
H 1.9266 3.2336 1.7651
H 3.2384 2.3562 0.9947
H 2.2278 4.4441 -1.8666
H 3.5773 3.7422 -0.9813
H 2.5344 4.9087 -0.1891

## Properties
HOMO (spin up / spin down) ... -13.102 / -13.107 eV
Energy ... -3707.6779 hartree
Spin multiplicity ... 5
Relative energy (zero: lowest compared OMol25 entry of this formula, charge and spin) ... 2.4 kcal/mol
<S²> ... 6.02
Total charge ... +2

=====

The lowest <S²> belongs to which entry? C39H58BrIN5O8PS

=====

Which of these has the lowest energy? C39H58BrIN5O8PS

=====

Among the records above, which one has the lowest spin multiplicity? C39H58BrIN5O8PS

=====

energy of number 2 (C39H59ClMnN2O3Sb)? -3707.6779 hartree